No. 1
Below is a cluster of 2 separate species, C25H39FO7 in total, with properties calculated with ωB97M-V with the def2-TZVPD basis set.

Results
HOMO energy (eV): -9.51
2S+1: 1
LUMO energy (eV): 0.359
SMILES: CC(=O)OCCCCCC[C@H](OC[C@H](C)C(C)C)OC(=O)CCC(=O)O.Fc1ccccc1
Energy (a.u.): -1602.52868

Geometry (Å):
C: 4.65 -2.82 0.91
C: 5.21 -2.31 -0.39
O: 6.43 -2.15 -0.59
O: 4.32 -2.12 -1.40
C: 3.03 -1.55 -1.10
C: 2.71 -0.47 -2.11
C: 1.20 -0.41 -2.40
C: 0.67 0.93 -2.87
C: 0.19 1.96 -1.82
C: 0.82 1.89 -0.45
C: 0.13 2.78 0.60
O: -1.07 3.32 0.18
C: -2.20 2.82 0.88
C: -2.56 1.40 0.50
C: -3.38 1.41 -0.81
C: -3.30 0.68 1.64
C: -3.77 -0.69 1.18
C: -2.35 0.48 2.82
O: 0.94 3.92 0.93
C: 2.12 3.61 1.53
O: 2.22 2.81 2.51
C: 3.27 4.37 0.90
C: 4.62 3.87 1.38
C: 4.92 2.51 0.82
O: 4.49 1.44 1.27
O: 5.78 2.52 -0.25
H: 4.51 -2.01 1.60
H: 3.73 -3.37 0.79
H: 5.40 -3.48 1.32
H: 3.02 -1.15 -0.09
H: 2.29 -2.34 -1.16
H: 3.06 0.49 -1.77
H: 3.22 -0.74 -3.03
H: 1.00 -1.16 -3.15
H: 0.67 -0.73 -1.51
H: 1.38 1.40 -3.54
H: -0.20 0.71 -3.48
H: 0.41 2.95 -2.20
H: -0.89 1.90 -1.76
H: 1.86 2.17 -0.55
H: 0.82 0.89 -0.03
H: -0.04 2.20 1.50
H: -2.05 2.93 1.95
H: -3.02 3.47 0.60
H: -1.66 0.82 0.32
H: -3.17 2.31 -1.36
H: -3.06 0.59 -1.45
H: -4.43 1.33 -0.61
H: -4.15 1.30 1.93
H: -4.11 -1.25 2.04
H: -2.93 -1.23 0.76
H: -4.59 -0.65 0.48
H: -2.15 1.40 3.37
H: -1.42 0.07 2.46
H: -2.75 -0.24 3.52
H: 3.18 4.30 -0.17
H: 3.13 5.40 1.20
H: 4.68 3.88 2.46
H: 5.38 4.55 1.01
H: 5.46 3.09 -0.95
F: -3.20 -2.92 -1.67
C: -3.76 -3.97 -1.01
C: -2.96 -5.04 -0.67
C: -3.53 -6.10 0.01
C: -4.88 -6.09 0.32
C: -5.66 -5.01 -0.04
C: -5.10 -3.93 -0.71
H: -1.91 -5.03 -0.93
H: -2.91 -6.95 0.29
H: -5.32 -6.93 0.85
H: -6.72 -4.99 0.20
H: -5.69 -3.07 -1.00

No. 2
Below is a cluster of 7 separate species, C25H39O13 in total, with properties calculated with ωB97M-V with the def2-TZVPD basis set.

Results
HOMO energy (eV): -4.61
2S+1: 1
LUMO energy (eV): 2.228
Energy (a.u.): -1953.69576
Charge: -1

Geometry (Å):
C: -9.80 0.00 -18.21
O: -10.73 0.81 -18.92
H: -8.78 0.09 -18.57
H: -9.70 0.35 -17.18
H: -10.17 -1.02 -18.27
O: -8.39 0.07 -22.24
C: -7.69 0.76 -21.51
O: -6.44 1.00 -21.77
C: -5.96 1.93 -20.83
C: -6.94 1.89 -19.64
C: -8.20 1.61 -20.35
H: -5.83 2.90 -21.30
H: -5.01 1.57 -20.43
H: -6.96 2.82 -19.07
H: -6.52 1.13 -18.98
H: -8.72 2.49 -20.72
H: -8.89 1.15 -19.64
O: -9.56 3.59 -13.79
C: -9.75 2.53 -14.30
O: -9.29 1.38 -13.83
C: -9.61 0.29 -14.66
C: -10.68 0.85 -15.62
C: -10.35 2.33 -15.67
H: -9.94 -0.60 -14.11
H: -8.71 0.10 -15.24
H: -11.58 0.85 -15.00
H: -11.12 0.40 -16.51
H: -11.23 2.94 -15.90
H: -9.68 2.61 -16.49
O: -10.48 -2.62 -20.81
C: -9.42 -2.52 -20.16
O: -8.34 -1.92 -20.70
C: -7.50 -1.25 -19.68
C: -7.95 -2.00 -18.40
C: -9.20 -2.87 -18.67
H: -7.77 -0.20 -19.72
H: -6.47 -1.38 -20.00
H: -8.17 -1.43 -17.50
H: -7.14 -2.56 -17.94
H: -10.10 -2.73 -18.09
H: -8.91 -3.90 -18.45
O: -4.50 2.21 -18.17
C: -5.27 1.75 -17.38
O: -5.61 0.46 -17.25
C: -6.98 0.24 -16.90
C: -7.49 1.68 -16.73
C: -6.24 2.56 -16.54
H: -6.92 -0.09 -15.86
H: -7.56 -0.34 -17.61
H: -8.37 1.91 -16.13
H: -7.72 1.87 -17.78
H: -6.12 2.62 -15.46
H: -6.30 3.53 -17.03
O: -12.69 -3.25 -18.02
C: -12.13 -3.08 -16.90
O: -12.26 -3.94 -15.89
C: -11.42 -3.65 -14.80
C: -10.37 -2.82 -15.45
C: -11.06 -2.01 -16.52
H: -11.12 -4.62 -14.40
H: -12.08 -3.16 -14.08
H: -9.50 -3.40 -15.75
H: -9.87 -2.17 -14.73
H: -10.46 -1.62 -17.34
H: -11.52 -1.15 -16.05
O: -7.10 4.00 -20.45
C: -8.16 3.92 -19.81
O: -8.29 3.24 -18.65
C: -9.60 3.26 -18.10
C: -10.46 4.01 -19.18
C: -9.47 4.67 -20.05
H: -9.44 3.84 -17.19
H: -9.96 2.25 -17.91
H: -11.23 4.62 -18.72
H: -11.07 3.35 -19.79
H: -9.17 5.65 -19.69
H: -9.85 4.77 -21.07

No. 3
Below is a structure of composition C25H40Cl4N3O3SiZn, with properties calculated with ωB97M-V with the def2-TZVPD basis set.

Results
HOMO energy (eV): -4.97
2S+1: 1
LUMO energy (eV): 2.470
Energy (a.u.): -5276.42270
Charge: -1
Energy relative to the best compared isomer or geometry (same formula, charge and spin) (eV): 0.755

Geometry (Å):
C: -1.57 -1.79 -3.00
C: -1.07 -2.63 -1.88
H: -1.76 -2.37 -3.90
H: -0.86 -0.99 -3.23
H: -2.51 -1.30 -2.71
C: -0.62 -3.89 -2.03
C: -0.52 -4.59 -3.34
H: -0.36 -4.50 -1.15
H: -0.56 -3.91 -4.20
H: -1.34 -5.31 -3.47
H: 0.41 -5.16 -3.38
Zn: -0.39 1.05 -0.66
Cl: -2.61 1.20 -0.31
Cl: 1.46 2.32 -0.93
H: 0.92 4.51 4.05
H: -1.24 5.85 3.35
C: 1.03 4.28 2.98
C: -1.00 5.52 2.33
N: -0.28 4.25 2.34
H: 1.48 3.30 2.83
C: -0.72 3.13 1.72
O: -0.06 2.09 1.58
H: -1.93 5.39 1.77
H: -1.75 3.20 1.33
H: 1.65 5.06 2.51
H: -0.41 6.31 1.85
H: 1.70 -1.35 -2.43
H: 2.37 -3.74 -1.34
C: 2.67 -1.01 -2.04
C: 3.29 -3.19 -1.09
N: 3.00 -1.79 -0.87
H: 2.61 0.05 -1.80
C: 3.15 -1.27 0.39
O: 3.06 -0.09 0.72
H: 3.71 -3.61 -0.17
H: 3.38 -2.09 1.11
H: 3.43 -1.23 -2.81
H: 4.00 -3.31 -1.92
O: -0.03 -0.98 -0.55
C: -1.03 -1.91 -0.54
C: 0.24 -3.46 1.03
C: -0.96 -2.85 0.68
H: 1.15 -3.11 0.53
C: 0.25 -4.47 2.01
H: -1.99 -1.38 -0.44
C: -2.14 -3.19 1.34
H: 1.20 -4.94 2.28
C: -0.93 -4.84 2.64
C: -2.13 -4.18 2.33
H: -3.04 -2.63 1.08
H: -0.94 -5.61 3.42
H: -3.05 -4.43 2.86
Si: -0.45 3.71 -3.15
Cl: -0.65 1.53 -3.14
C: 1.26 4.36 -3.45
C: -1.60 4.33 -1.80
C: -1.22 4.36 -4.76
H: 2.03 3.84 -2.87
H: 1.29 5.43 -3.18
H: 1.48 4.26 -4.52
H: -0.56 4.13 -5.61
H: -1.33 5.45 -4.70
H: -2.20 3.91 -4.94
H: -1.69 3.62 -0.96
H: -2.60 4.40 -2.26
H: -1.30 5.32 -1.42
Cl: -2.19 0.22 5.91
C: -1.01 -0.37 4.84
C: 0.04 -1.19 5.29
C: 1.01 -1.58 4.37
C: 0.88 -1.13 3.05
N: -0.16 -0.45 2.63
C: -1.09 -0.04 3.47
H: 0.08 -1.48 6.34
H: 1.86 -2.22 4.63
H: 1.64 -1.37 2.31
H: -1.91 0.54 3.08

Which of these has the lowest energy? C25H40Cl4N3O3SiZn

Which of these has the highest HOMO energy? C25H39O13

What is the formula in the first record? C25H39FO7